[1]
DFT (ωB97M-V/def2-TZVPD) results for a structure of composition C41H48Br2N5O5RbSi.

Structure (XYZ):
```
103
Properties=species:S:1:pos:R:3:mulliken_charge:R:1
Rb -1.30535 -0.23522 -0.49189 0.96
O 1.32294 4.62988 -2.30479 -0.73
C 2.28915 3.75646 -2.59273 0.32
C 3.55893 4.25456 -2.90519 -0.67
C 4.58741 3.39935 -3.26114 -0.32
C 4.37387 2.02653 -3.30829 -0.73
C 3.12429 1.53031 -2.96296 -0.46
C 2.07669 2.35892 -2.58664 0.62
C 0.74462 1.71874 -2.25981 0.52
O 0.70571 0.48607 -2.00991 -0.93
N -0.25292 2.58551 -2.27169 -0.12
N -1.53311 2.03374 -2.23379 -1.08
C -2.31477 2.46792 -1.32495 -0.99
C -2.00309 3.39650 -0.21253 1.05
C -1.76387 4.74072 -0.45650 -0.12
C -1.58712 5.65623 0.57399 -0.86
C -1.69010 5.18469 1.88258 -0.37
C -1.90759 3.84620 2.14487 -0.61
C -2.02278 2.86315 1.11784 0.08
O -2.12294 1.60545 1.35734 -0.78
H 0.48240 4.05274 -2.18834 0.63
H 3.70076 5.32810 -2.87836 0.39
H 5.55995 3.80896 -3.51292 0.35
H 5.17168 1.35302 -3.59783 0.39
H 2.91851 0.46661 -2.96678 0.35
H -3.30966 2.01887 -1.33473 0.42
H -1.72836 5.07728 -1.48797 0.43
H -1.39462 6.70053 0.36369 0.35
H -1.59525 5.87743 2.71457 0.35
H -2.00725 3.50035 3.16939 0.52
C -2.68098 -2.71280 2.01114 -0.99
O -2.64471 -2.60649 0.60572 0.19
C -3.30167 -3.55691 -0.12253 -1.15
C -3.83377 -4.68395 0.37780 -0.28
C -4.50809 -5.61367 -0.48571 -0.90
Br -5.19937 -7.22350 0.26765 -0.34
C -4.58322 -5.36772 -1.81462 -0.50
C -4.05335 -4.19570 -2.39130 -0.82
C -3.40386 -3.12593 -1.56408 3.16
O -2.08709 -2.73017 -2.00074 -0.66
C -4.17519 -3.92092 -3.77588 0.50
N -3.56049 -2.92543 -4.40763 -0.27
C -3.98851 -2.98369 -5.71747 0.18
C -3.67496 -2.17238 -6.80025 -0.73
C -4.26072 -2.45374 -8.02935 -0.51
C -5.14464 -3.52243 -8.18715 -0.36
C -5.46609 -4.34829 -7.11210 -1.04
C -4.87738 -4.05965 -5.89494 0.67
N -4.96945 -4.64880 -4.64810 -0.09
H -2.14619 -3.60512 2.35302 0.35
H -3.71452 -2.74912 2.36903 0.48
H -2.19071 -1.82307 2.40107 0.09
H -3.74723 -4.90313 1.43240 0.47
H -5.04330 -6.11239 -2.45546 0.43
H -2.18883 -2.57788 -2.96223 0.41
H -2.99952 -1.33687 -6.67186 0.46
H -4.03171 -1.82675 -8.88215 0.36
H -5.58931 -3.71140 -9.15639 0.35
H -6.15380 -5.17737 -7.22898 0.35
H -5.61427 -5.36528 -4.37699 0.20
C 3.15202 -2.42456 4.02322 -1.87
C 2.89543 -0.96055 4.41756 2.37
C 4.14637 -0.44924 5.15037 -1.79
C 1.73624 -1.00381 5.42505 -2.21
Si 2.45929 0.17148 2.89967 0.24
Br 1.02663 -1.10744 1.70410 -0.52
C 1.54527 1.76549 3.38802 2.70
C 0.11507 1.47468 3.87340 -1.45
C 1.40772 2.71175 2.18387 -2.18
C 2.30778 2.51543 4.49597 -1.96
C 3.95751 0.43404 1.73185 3.31
C 4.90579 1.52821 2.25258 -1.88
C 4.77202 -0.85736 1.56415 -2.30
C 3.50287 0.83030 0.31837 -2.51
H 3.39161 -2.99180 4.93069 0.53
H 3.98182 -2.54502 3.33010 0.34
H 2.27168 -2.87631 3.57001 0.28
H 4.30753 -1.05791 6.04840 0.54
H 4.05470 0.58976 5.46961 0.26
H 5.04292 -0.53315 4.53619 0.28
H 1.98862 -1.71113 6.22381 0.61
H 0.81069 -1.34579 4.95905 0.36
H 1.54377 -0.03747 5.88975 0.33
H -0.53925 1.15563 3.05743 0.06
H -0.30495 2.41200 4.25359 0.37
H 0.07070 0.74686 4.68134 0.21
H 0.88071 2.24542 1.34841 0.28
H 2.36678 3.08844 1.83052 0.33
H 0.79826 3.57206 2.47802 0.48
H 2.31035 1.97785 5.44499 0.32
H 1.80218 3.47195 4.66525 0.54
H 3.34325 2.73669 4.22784 0.29
H 5.28863 1.32310 3.25407 0.33
H 4.43343 2.51053 2.26441 0.33
H 5.76491 1.59382 1.57577 0.51
H 5.28719 -1.15822 2.47784 0.42
H 5.53552 -0.68497 0.79825 0.55
H 4.14996 -1.68712 1.22371 0.38
H 2.94906 1.76456 0.27586 0.10
H 2.87597 0.07075 -0.14985 0.29
H 4.38924 0.96022 -0.30828 0.63
N -4.77597 -0.83899 -1.51248 -0.75
C -4.19449 -1.82925 -1.57888 -0.12
```

Values from the calculation:
* relative energy (zero: lowest compared OMol25 entry of this formula, charge and spin): 35.9 kcal/mol
* HOMO: -1.90 eV
* total charge: -2
* E: -7702.90264 Eh
* Kohn-Sham gap: 0.203 hartree
* F_max: 0.01402 hartree/bohr

---

[2]
DFT (ωB97M-V/def2-TZVPD) results for a structure of composition C41H48CuN6OSe.

Structure (XYZ):
```
98
Properties=species:S:1:pos:R:3:mulliken_spin:R:1
Cu 0.04215 3.71343 -1.06859 0.75
C 6.32858 3.26574 -1.85966 0.00
C 4.81973 3.53429 -2.02463 0.00
C 4.14762 2.67676 -3.07290 0.00
C 4.75294 2.23429 -4.25265 0.00
C 4.24624 1.17404 -4.96818 0.00
C 2.94964 0.73097 -4.76914 0.00
C 2.19699 1.31914 -3.74183 0.00
C 0.73681 0.94924 -3.58993 0.01
C 0.18090 0.02835 -4.71455 0.00
C 2.85199 2.18703 -2.84167 0.00
N 2.07312 2.53864 -1.73557 -0.01
C 2.50314 2.18699 -0.54785 0.00
C 1.80624 2.44848 0.66100 0.00
C 2.01226 1.93945 1.98602 0.01
C 1.05689 2.52812 2.81653 0.01
C 0.28475 3.29249 1.96225 0.01
N 0.75526 3.28054 0.70385 0.14
H 6.59856 3.68047 -0.85451 0.00
H 7.01974 3.75560 -2.55995 0.00
H 6.60246 2.20992 -1.96128 0.00
H 4.77280 4.62090 -2.35589 0.00
H 4.34173 3.46567 -1.06594 0.00
H 5.69477 2.69100 -4.54506 0.00
H 4.81787 0.69076 -5.72666 0.00
H 2.59285 -0.05704 -5.31540 0.00
H 0.15095 1.87318 -3.51979 0.00
H 0.64659 0.53708 -2.60597 0.00
H 0.54684 0.32715 -5.73143 0.00
H -0.92501 -0.09552 -4.66314 0.00
H 0.57526 -1.01433 -4.61744 0.00
H 3.48378 1.58166 -0.50084 0.00
H 2.68962 1.10072 2.24825 0.00
H 0.99109 2.39949 3.91815 0.00
H -0.47484 3.98194 2.23209 0.00
N -8.69254 -0.36132 -3.04541 0.00
C -7.63086 0.13568 -2.91191 0.00
C -6.31581 0.64110 -2.62507 0.01
C -5.61415 1.18220 -3.70176 0.00
C -4.43226 1.89480 -3.48969 0.02
C -3.80861 1.90202 -2.20397 0.02
C -4.56701 1.34883 -1.12465 0.01
C -5.79522 0.76440 -1.31822 0.00
C -2.53972 2.43372 -2.10158 0.16
C -1.42081 2.91233 -1.78113 -0.15
H -5.97743 0.94375 -4.69587 0.00
H -3.97491 2.41244 -4.33155 0.00
H -4.15378 1.40760 -0.15676 0.00
H -6.40630 0.24619 -0.59016 0.00
C -1.59210 6.16418 -2.06290 -0.01
C -0.11902 6.15177 -2.18059 0.01
N 0.34169 6.99195 -3.16595 0.00
O 0.76763 5.45303 -1.52744 0.02
H -1.96836 7.19894 -2.24622 0.00
H -1.88540 5.88795 -1.03600 0.00
H -2.16793 5.55052 -2.79578 0.00
H -0.32972 7.48682 -3.70114 0.00
H 1.35542 7.01502 -3.38290 0.00
C -2.67389 -4.84989 -0.57924 0.00
C -2.92674 -5.06326 0.85969 0.00
C -3.47846 -3.84174 1.60561 0.00
C -2.54468 -2.58428 1.49457 0.00
N -1.48762 -2.70140 2.46690 0.00
C -0.20084 -3.02512 2.24674 0.00
Se 0.70478 -3.29591 0.65769 0.00
N 0.41399 -3.08275 3.47564 0.00
C 1.88622 -3.12420 3.75681 0.00
C 2.27305 -4.31171 4.71288 0.00
C 2.74867 -5.60192 4.00045 0.00
C 4.24460 -5.68670 3.58181 0.00
C -0.46059 -2.69649 4.47376 0.00
C -0.21769 -2.21739 5.75733 0.00
C -1.25325 -1.66450 6.43657 0.00
C -2.55696 -1.67458 5.86756 0.00
C -2.84083 -2.09151 4.59395 0.00
C -1.70350 -2.52859 3.85782 0.00
H -2.18811 -5.70711 -1.08423 0.00
H -2.02359 -4.01845 -0.73655 0.00
H -3.60211 -4.65760 -1.12319 0.00
H -1.97485 -5.38462 1.37528 0.00
H -3.69455 -5.80363 1.00928 0.00
H -3.65571 -4.05615 2.66633 0.00
H -4.46143 -3.50328 1.21894 0.00
H -3.20364 -1.74020 1.66591 0.00
H -1.99694 -2.61820 0.58265 0.00
H 2.18877 -2.19927 4.15134 0.00
H 2.41943 -3.22834 2.79161 0.00
H 1.42387 -4.51904 5.31620 0.00
H 3.06808 -3.83840 5.37281 0.00
H 2.15271 -5.84416 3.04682 0.00
H 2.48051 -6.47035 4.66042 0.00
H 4.44856 -5.27467 2.54319 0.00
H 4.45705 -6.76709 3.59408 0.00
H 4.88987 -5.19941 4.28957 0.00
H 0.77886 -2.10374 6.20434 0.00
H -1.10353 -1.13434 7.34218 0.00
H -3.39689 -1.26858 6.46891 0.00
H -3.87576 -2.16199 4.23647 0.00
```

Values from the calculation:
* HOMO (spin up / spin down): -7.21 / -7.21 eV
* E: -6036.66025 Eh
* multiplicity: 2
* Kohn-Sham gap (spin up / spin down): 0.259 / 0.196 hartree
* F_max: 0.10232 hartree/bohr